Record 1
Density functional theory data (ωB97M-V with the def2-TZVPD basis set) for C3H4N4O in the gas phase at a distorted geometry.

Geometry as XYZ:
```
12
Properties=species:S:1:pos:R:3:mulliken_charge:R:1
O -1.4870 -2.2593 -0.1371 -0.34
N -1.1022 -1.3611 -1.0632 -0.46
N 0.9538 1.2970 -1.3806 -0.39
N -0.0084 0.5197 -1.6180 -0.18
N 1.3966 1.3271 -0.1019 0.14
C 0.7389 0.8551 0.9967 -0.30
C -0.2743 -0.0186 0.8325 -0.24
C -0.4696 -0.2845 -0.5438 0.39
H -2.1454 -2.7448 -0.6214 0.38
H -0.8149 -0.4701 1.6402 0.41
H 1.1276 1.0739 1.9977 0.35
H 2.0850 2.0657 -0.0013 0.25
```

Properties
**Structure (SMILES)**: O/N=c1\cc[nH]nn1
**Total charge**: 0
**Total energy**: -11179.63354 eV
**Kohn-Sham gap**: 0.311 hartree
**Energy relative to the best compared isomer or geometry (same formula, charge and spin)**: 418.32 kJ/mol
**Lowest unoccupied orbital energy**: 0.586 eV



Record 2
Density functional theory data (ωB97M-V with the def2-TZVPD basis set) for C3H4N4O in the gas phase at a distorted geometry.

Geometry as XYZ:
```
12
Properties=species:S:1:pos:R:3:mulliken_charge:R:1
O -0.5624 -0.4328 2.0200 -0.60
N -1.6370 -0.3814 -1.3373 -0.59
N -1.9400 -0.3251 0.0506 -0.06
N 0.3214 -0.1439 -0.3209 0.02
N 2.1712 0.7063 1.0574 -0.63
C -0.7016 -0.2557 0.7865 0.29
C 1.6362 0.3340 -0.0310 0.10
C -0.4208 -0.0327 -1.4935 0.17
H -2.8322 -0.9621 0.4494 0.35
H 1.5262 0.7986 2.0371 0.31
H 0.3144 0.3623 -2.3050 0.27
H 2.1246 0.3325 -0.9133 0.38
```

Properties
**Structure (SMILES)**: [H]/N=C\n1cn[nH]c1=O
**Total charge**: 0
**Total energy**: -11181.09297 eV
**Kohn-Sham gap**: 0.368 hartree
**Energy relative to the best compared isomer or geometry (same formula, charge and spin)**: 277.50 kJ/mol
**Lowest unoccupied orbital energy**: 0.591 eV



Record 3
Density functional theory data (ωB97M-V with the def2-TZVPD basis set) for C3H4N4O as an isolated structure at a distorted geometry.

Geometry as XYZ:
```
12
Properties=species:S:1:pos:R:3:mulliken_charge:R:1
O 0.2489 0.9606 0.0417 -0.36
N -1.5209 -0.0974 -1.2384 -0.44
N 1.8411 0.5687 1.7639 -0.62
N -0.2317 0.0293 -1.1046 0.28
N 1.0949 -1.1646 0.5446 -0.33
C 0.4770 -1.1847 -0.6058 -0.05
C -2.5492 0.3910 -0.3896 -0.23
C 1.0138 0.1771 0.8216 0.54
H -3.6781 0.0477 -0.4073 0.25
H -2.2912 0.8446 0.5524 0.27
H 0.1244 -1.9551 -1.1779 0.43
H 1.9205 1.7258 1.9841 0.26
```

Properties
**Total charge**: 0
**Total energy**: -11177.71991 eV
**Kohn-Sham gap**: 0.334 hartree
**Energy relative to the best compared isomer or geometry (same formula, charge and spin)**: 602.95 kJ/mol
**Lowest unoccupied orbital energy**: -0.289 eV



Record 4
Density functional theory data (ωB97M-V with the def2-TZVPD basis set) for C3H4N4O in the gas phase at a distorted geometry.

Geometry as XYZ:
```
12
Properties=species:S:1:pos:R:3:mulliken_charge:R:1
O 2.6874 0.0565 -0.0624 -0.13
N 2.1725 -1.2770 -0.1248 -0.45
N -2.1879 -0.9894 0.0742 -0.33
N -2.1127 0.3981 -0.1928 -0.42
N 0.9878 -1.1081 -0.0744 -0.07
C 1.7129 0.9296 0.2025 -0.01
C -0.8129 0.8127 -0.0952 -0.35
C 0.5516 0.1345 0.0128 0.74
H -0.5922 1.9124 -0.1307 0.16
H -2.9878 -1.5000 0.3163 0.18
H 1.6203 1.9535 -0.0683 0.32
H -1.0389 -1.3228 0.1428 0.35
```

Properties
**Structure (SMILES)**: N/N=C\c1conn1
**Total charge**: 0
**Total energy**: -11178.00859 eV
**Kohn-Sham gap**: 0.305 hartree
**Energy relative to the best compared isomer or geometry (same formula, charge and spin)**: 575.10 kJ/mol
**Lowest unoccupied orbital energy**: -0.152 eV



Record 5
Density functional theory data (ωB97M-V with the def2-TZVPD basis set) for C3H4N4S in the gas phase at a distorted geometry.

Geometry as XYZ:
```
12
Properties=species:S:1:pos:R:3:mulliken_charge:R:1
S 2.9036 -0.7676 -0.1159 -0.28
N -2.3993 -1.4731 0.0293 -0.63
N -1.5929 0.7927 -0.2834 -0.50
N -0.0489 -0.6838 -0.1889 -0.41
N 0.5822 0.4728 -0.0621 0.39
C -0.4264 1.4043 0.0053 0.00
C -1.4376 -0.5447 -0.0735 0.44
C 1.9320 0.5261 0.0054 -0.05
H 2.3247 1.6000 0.2281 0.25
H -1.8548 -2.3588 0.0676 0.21
H -0.2989 2.4519 0.1450 0.38
H 0.3164 -1.4198 0.2431 0.22
```

Properties
**Structure (SMILES)**: [H]/N=c1/ncn(C=S)[nH]1
**Total charge**: 0
**Total energy**: -19968.79242 eV
**Kohn-Sham gap**: 0.278 hartree
**Energy relative to the best compared isomer or geometry (same formula, charge and spin)**: 177.70 kJ/mol
**Lowest unoccupied orbital energy**: -1.170 eV



Record 6
Density functional theory data (ωB97M-V with the def2-TZVPD basis set) for C3H4N4S2 in the gas phase at a distorted geometry.

Geometry as XYZ:
```
13
Properties=species:S:1:pos:R:3:mulliken_charge:R:1
S -1.6101 1.8694 0.8673 -0.02
S 0.7789 1.5161 -0.9763 -0.01
N 0.8709 -1.8560 -1.5156 -0.35
N 1.8710 -1.0658 -1.0872 -0.41
N -0.8542 -0.4813 1.1335 -1.15
N 0.0075 -0.8557 0.2341 0.70
C 1.3283 -0.3259 -0.1253 -0.14
C -0.2322 -1.7712 -0.7964 0.01
C -0.5098 2.2024 -0.3188 0.06
H -0.3163 -0.0062 1.9888 0.30
H 2.0466 0.1113 0.6405 0.46
H -2.2401 3.0527 0.8368 0.13
H -1.1406 -2.3897 -0.8815 0.41
```

Properties
**Total charge**: 0
**Total energy**: -30800.35468 eV
**Kohn-Sham gap (spin up / spin down)**: 0.244 / 0.255 hartree
**Energy relative to the best compared isomer or geometry (same formula, charge and spin)**: 458.25 kJ/mol
**Lowest unoccupied orbital energy (spin up / spin down)**: -1.145 / -1.402 eV



Record 7
Density functional theory data (ωB97M-V with the def2-TZVPD basis set) for C3H4N5 as an isolated structure at a distorted geometry.

Geometry as XYZ:
```
12
Properties=species:S:1:pos:R:3:mulliken_charge:R:1
N 0.8292 0.1284 -1.0914 0.22
N 1.5287 0.0209 0.0169 -0.41
N 0.0640 -0.9134 -0.8782 0.00
N -1.2678 -0.4326 -0.5035 -0.12
N -0.9629 0.9780 -0.8211 -0.27
C -0.7406 1.2461 0.4507 -0.11
C -0.7920 -0.2065 0.8841 -0.05
C 0.5977 -0.9071 0.4104 0.16
H -0.2220 2.1558 0.7499 0.36
H 1.4823 0.3743 -1.8757 0.33
H -1.4364 -0.7756 1.5808 0.40
H 0.9199 -1.6683 1.0771 0.48
```

Properties
**Total charge**: +1
**Total energy**: -10609.20306 eV
**Kohn-Sham gap (spin up / spin down)**: 0.313 / 0.313 hartree
**Energy relative to the best compared isomer or geometry (same formula, charge and spin)**: 738.64 kJ/mol
**Lowest unoccupied orbital energy (spin up / spin down)**: -6.981 / -6.982 eV



Record 8
Density functional theory data (ωB97M-V with the def2-TZVPD basis set) for C3H4N6 as an isolated structure at a distorted geometry.

Geometry as XYZ:
```
13
Properties=species:S:1:pos:R:3:mulliken_charge:R:1
N -1.0389 -0.2281 1.2503 0.02
N -1.5925 0.7997 1.7126 -0.64
N 0.5487 -1.7044 -0.5575 -0.01
N 1.0447 -2.5959 0.4346 -0.31
N -1.2807 1.9778 1.2595 -0.23
N 1.8741 -1.7295 -0.3334 -0.24
C 0.2261 1.0115 -0.2814 0.01
C -0.4079 2.1117 0.3008 -0.30
C -0.2410 -0.1566 0.2490 0.46
H 0.9340 1.0647 -1.2343 0.28
H 2.4626 -1.0668 0.2059 0.25
H -0.1373 3.0327 -0.0473 0.46
H 0.9538 -2.3567 1.4126 0.25
```

Properties
**Total charge**: 0
**Total energy**: -12108.06000 eV
**Kohn-Sham gap**: 0.329 hartree
**Energy relative to the best compared isomer or geometry (same formula, charge and spin)**: 648.92 kJ/mol
**Lowest unoccupied orbital energy**: -0.273 eV